Record 1
Here is one molecule with the formula C3H4ClF at a distorted geometry from OMol25. Energies are from wB97M-V/def2-TZVPD.

```
9
C3H4ClF, DFT wB97M-V/def2-TZVPD
H 0.7935 2.0144 -0.6766
F -0.0644 -1.0947 -0.9630
C 0.3121 1.1197 -0.7402
H 0.2019 0.5652 -1.7410
H 0.1715 1.2798 1.3079
C -0.4889 -0.9754 0.3487
Cl 0.4809 -1.9654 1.5799
C 0.0060 0.4382 0.5084
H -1.4125 -1.3818 0.3760
```

The calculation puts the HOMO energy at -0.3614 Ha. The LUMO energy is 0.623 eV. As for the SMILES: C=C[C@@H](F)Cl. The relative energy (zero: lowest compared OMol25 entry of this formula, charge and spin) is 2.199 eV. The total charge is 0. The calculation puts the molecular weight at 94.5 g/mol. The gap between HOMO and LUMO is 0.3842 Ha.

Record 2
Here is a 2-piece molecular cluster, C3H4ClF2NO overall at a distorted geometry from OMol25. Energies are from wB97M-V/def2-TZVPD.

```
12
C3H4ClF2NO, DFT wB97M-V/def2-TZVPD
C 0.9684 0.7746 0.0217
H 2.5048 -0.4854 -0.6186
H -1.5145 0.5764 1.6455
Cl -3.4596 -0.7421 0.3729
C 1.4596 -0.5624 -0.3006
N -1.1993 0.4746 0.6983
H 0.8655 -0.9740 -1.1158
F 1.3872 1.3750 1.1152
H 1.4058 -1.2064 0.5736
O -1.4074 -0.6253 -1.2762
F 0.7472 1.6520 -0.9151
C -1.7576 -0.2568 -0.2010
```

The calculation puts the HOMO energy at -0.3653 Ha. The LUMO energy is -0.966 eV. The relative energy (zero: lowest compared OMol25 entry of this formula, charge and spin) is 2.329 eV. The total charge is 0. The calculation puts the molecular weight at 143.5 g/mol. The gap between HOMO and LUMO is 0.3298 Ha.

Record 3
Here is a 2-piece molecular cluster, C3H4ClF2NO4 overall at a distorted geometry from OMol25. Energies are from wB97M-V/def2-TZVPD.

```
15
C3H4ClF2NO4, DFT wB97M-V/def2-TZVPD
C -1.4864 0.1535 -0.3747
H -3.2635 0.0921 -0.9267
F -1.7049 1.3547 0.3292
H 0.9953 0.9989 -0.5476
F -1.1270 0.5585 -1.6259
O 0.6248 -2.1445 1.5375
O -2.6066 -0.5481 -0.5501
Cl 2.9361 2.5275 -0.8478
O -1.4617 -1.6570 1.7764
C -0.2676 -0.5018 0.3284
O 2.0639 -0.3222 0.5403
N -0.3632 -1.5027 1.2399
C 0.9362 0.1273 0.0604
H 1.9031 -1.2749 1.1354
H 2.8214 2.1387 -2.0749
```

The calculation puts the HOMO energy at -0.3742 Ha. The LUMO energy is -0.687 eV. As for the SMILES: O=[N+]([O-])/C(=C\O)C(O)(F)F.Cl. The relative energy (zero: lowest compared OMol25 entry of this formula, charge and spin) is 0.438 eV. The total charge is 0. The calculation puts the molecular weight at 191.5 g/mol. The gap between HOMO and LUMO is 0.3490 Ha.

Record 4
Here is a 2-piece molecular cluster, C3H4ClF2O4S overall at a distorted geometry from OMol25. Energies are from wB97M-V/def2-TZVPD.

```
15
C3H4ClF2O4S, DFT wB97M-V/def2-TZVPD
O 3.7686 1.2109 -0.7711
O 2.7073 0.7871 1.4065
O -1.2219 1.1146 -0.3494
H -0.3132 1.0546 -0.0038
Cl 1.3220 -0.2869 -2.2090
O 1.4620 2.0044 -0.2860
C 0.6062 -1.0793 0.4850
H -1.0169 1.7931 -1.0999
H -0.2972 -1.6282 0.0307
C 1.8800 -1.8289 0.1376
F 2.9706 -2.0011 0.9151
C 1.6191 -0.4730 -0.4440
F 1.6679 -3.0573 -0.4536
H 0.4211 -0.6698 1.5721
S 2.5452 1.0661 -0.0018
```

The calculation puts the HOMO energy at -0.2194 Ha. The LUMO energy is 3.451 eV. The relative energy (zero: lowest compared OMol25 entry of this formula, charge and spin) is 1.031 eV. The total charge is -1. The calculation puts the molecular weight at 209.6 g/mol. The gap between HOMO and LUMO is 0.3463 Ha.

Record 5
Here is a 2-piece molecular cluster, C3H4ClF4N3 overall at a distorted geometry from OMol25. Energies are from wB97M-V/def2-TZVPD.

```
15
C3H4ClF4N3, DFT wB97M-V/def2-TZVPD
H 2.1290 1.2854 -0.4301
N 1.3277 -0.6012 0.1041
H -0.1524 -1.8687 1.0164
H 1.2086 0.5572 -1.7074
Cl -2.5457 1.4424 -0.2101
F -2.1574 -1.3895 -0.6053
C -1.1382 0.7196 -0.2203
N 0.0421 1.4179 -0.1708
C 0.1189 -1.4108 0.0720
F -1.2751 0.6144 2.1048
F 0.2694 -2.5202 -0.7339
N -1.0382 -0.6742 -0.4821
C 1.2412 0.7054 -0.5538
F 1.9218 -0.3991 1.3186
H 0.0481 2.1213 0.4979
```

The calculation puts the HOMO energy at -0.3399 Ha. The LUMO energy is -0.430 eV. The relative energy (zero: lowest compared OMol25 entry of this formula, charge and spin) is 1.138 eV. The total charge is 0. The calculation puts the molecular weight at 193.5 g/mol. The gap between HOMO and LUMO is 0.3241 Ha.

Record 6
Here is a 2-piece molecular cluster, C3H4ClFO overall at a distorted geometry from OMol25. Energies are from wB97M-V/def2-TZVPD.

```
10
C3H4ClFO, DFT wB97M-V/def2-TZVPD
O -0.2899 1.4093 -0.6833
C 0.7863 0.4399 -1.0481
H -0.4643 -1.0708 1.4136
C -0.1376 0.2530 0.0009
H 0.6491 -0.0502 -1.9882
F 0.9519 0.6787 1.9814
Cl 2.4295 0.9929 -0.8154
H -1.9024 -0.1799 0.6841
C -0.9339 -0.8230 0.5344
H -1.0888 -1.6498 -0.0795
```

The calculation puts the HOMO energy (alpha / beta) at -0.3811 / -0.3810 Ha. The LUMO energy (alpha / beta) is -1.172 / -1.173 eV. The relative energy (zero: lowest compared OMol25 entry of this formula, charge and spin) is 4.130 eV. The total charge is 0. The calculation puts the molecular weight at 110.5 g/mol. The gap between HOMO and LUMO (alpha / beta) is 0.3380 / 0.3379 Ha.

Record 7
Here is a 2-piece molecular cluster, C3H4ClFO overall at a distorted geometry from OMol25. Energies are from wB97M-V/def2-TZVPD.

```
10
C3H4ClFO, DFT wB97M-V/def2-TZVPD
C 0.3848 2.4980 -0.0200
C -0.3574 -0.9362 -0.5989
H 0.1773 2.7037 -1.1373
C -0.1319 -1.5889 0.6716
H -0.2227 -1.0915 1.5463
Cl 0.7294 -3.0736 0.6844
H -0.5807 2.4465 0.5597
O -1.3750 -1.5490 -0.0131
F 0.0688 -1.3256 -1.7875
H 1.3076 1.9165 0.0950
```

The calculation puts the HOMO energy (alpha / beta) at -0.3398 / -0.3404 Ha. The LUMO energy (alpha / beta) is -0.450 / -0.049 eV. The relative energy (zero: lowest compared OMol25 entry of this formula, charge and spin) is 5.434 eV. The total charge is 0. The calculation puts the molecular weight at 110.5 g/mol. The gap between HOMO and LUMO (alpha / beta) is 0.3233 / 0.3386 Ha.

Record 8
Here is one molecule with the formula C3H4ClN at a distorted geometry from OMol25. Energies are from wB97M-V/def2-TZVPD.

```
9
C3H4ClN, DFT wB97M-V/def2-TZVPD
H -0.2852 1.5776 0.0672
C 0.1492 -0.7187 -0.1324
C -0.5173 0.5656 0.3109
H 1.6289 -1.6724 -1.1605
H -0.3385 -1.5927 0.2034
N -1.6819 0.5328 0.8288
C 1.3606 -0.7802 -0.6780
Cl -2.3356 1.9932 1.2657
H 2.0198 0.0949 -0.7050
```

The calculation puts the HOMO energy at -0.3547 Ha. The LUMO energy is 0.267 eV. As for the SMILES: C=C/C=N/Cl. The relative energy (zero: lowest compared OMol25 entry of this formula, charge and spin) is 1.845 eV. The total charge is 0. The calculation puts the molecular weight at 89.5 g/mol. The gap between HOMO and LUMO is 0.3645 Ha.

Record 9
Here is a 2-piece molecular cluster, C3H4ClN overall at a distorted geometry from OMol25. Energies are from wB97M-V/def2-TZVPD.

```
9
C3H4ClN, DFT wB97M-V/def2-TZVPD
N 2.0207 0.9312 0.3313
H 0.4676 0.3238 -0.8346
Cl 3.3880 -0.5917 -0.0157
H -1.6488 -1.5590 -1.6904
H -1.4800 0.1480 1.0582
C 0.9492 1.0547 -0.1502
C -1.5858 -0.5998 0.3312
H 2.6450 1.4164 0.9462
C -1.5510 -1.2813 -0.6565
```

The calculation puts the HOMO energy (alpha / beta) at -0.2622 / -0.3858 Ha. The LUMO energy (alpha / beta) is 0.935 / -2.566 eV. Its spin multiplicity is 3. The relative energy (zero: lowest compared OMol25 entry of this formula, charge and spin) is 1.760 eV. The total charge is 0. The calculation puts the molecular weight at 89.5 g/mol. The gap between HOMO and LUMO (alpha / beta) is 0.2965 / 0.2915 Ha.

Record 10
Here is one molecule with the formula C3H4ClN3O at a distorted geometry from OMol25. Energies are from wB97M-V/def2-TZVPD.

```
12
C3H4ClN3O, DFT wB97M-V/def2-TZVPD
C 1.6913 0.8524 -0.1062
C 0.7477 0.4536 0.7780
C 0.0353 -0.0760 -1.2128
N -0.4817 -0.7123 -2.2109
O 1.0695 0.7900 -1.3839
H -1.8437 0.2163 1.2646
Cl 0.7559 0.3163 2.5365
H -1.3754 -1.2323 1.4559
H 2.5534 1.5217 0.1901
N -1.4899 -0.6311 0.6320
H -1.4085 -1.2484 -2.0698
N -0.2538 -0.2504 0.1267
```

The calculation puts the HOMO energy at -0.3067 Ha. The LUMO energy is 0.321 eV. As for the SMILES: [H]/N=c1/occ(Cl)n1N. The relative energy (zero: lowest compared OMol25 entry of this formula, charge and spin) is 3.289 eV. The total charge is 0. The calculation puts the molecular weight at 133.5 g/mol. The gap between HOMO and LUMO is 0.3185 Ha.